(1)
The following is a DFT calculation (ωB97M-V with the def2-TZVPD basis set) of a 2-piece molecular cluster, C3H4F3NS overall.

As for the orbital gap (alpha / beta): 0.305 / 0.305 Ha. For the total energy, the calculation gives -23651.1634 eV. As for the lowest unoccupied orbital energy (alpha / beta): 0.15 / 0.15 eV.

```
! RIJCOSX wB97M-V def2-TZVPD def2/J DEFGRID3
* xyz 0 1
C 1.28638 -0.74193 -0.02540
C -0.42694 0.25802 -1.19358
C -1.43938 0.41827 -0.08774
N 1.40109 -0.08080 1.12074
F -1.17743 1.50154 0.71646
F -1.43651 -0.66801 0.66167
F -2.62891 0.58329 -0.51530
S 1.96281 -1.92787 -0.76828
H 0.20241 1.10478 -1.59444
H -0.54119 -0.53872 -1.90969
H 0.82727 0.51999 1.69998
H 1.97040 -0.42854 1.89557
*
```


(2)
The following is a DFT calculation (ωB97M-V with the def2-TZVPD basis set) of one molecule with the formula C18H20ClN5O2.

As for the orbital gap: 0.323 Ha. Its SMILES is O=C(NCCC(=O)N1CCN(c2ncccn2)CC1)c1ccccc1Cl. For the total energy, the calculation gives -43060.1586 eV. As for the lowest unoccupied orbital energy: 0.80 eV.

```
! RIJCOSX wB97M-V def2-TZVPD def2/J DEFGRID3
* xyz 0 1
O 1.51170 -2.24653 -0.28496
C 0.42178 -2.72390 -0.01681
N -0.39720 -3.28141 -0.92748
C -0.12768 -3.25532 -2.35407
C 0.17558 -1.83579 -2.84895
C -0.93817 -0.90713 -2.38768
O -2.07588 -1.31649 -2.23274
N -0.61705 0.38646 -2.14801
C 0.68903 0.99746 -2.25093
C 1.28067 1.17855 -0.84469
N 0.36017 1.95657 -0.04943
C 0.60720 3.24446 0.25761
N -0.37430 3.94028 0.85301
C -0.10113 5.18227 1.19601
C 1.13224 5.77433 0.96228
C 2.07265 4.97201 0.33118
N 1.82771 3.72742 -0.02338
C -0.96981 1.40223 0.03066
C -1.53793 1.20456 -1.38215
C -0.04669 -2.80288 1.40779
C 0.91004 -3.17315 2.35057
C 0.59656 -3.26680 3.69234
C -0.68704 -2.96761 4.11849
C -1.64453 -2.56935 3.20346
C -1.32832 -2.48958 1.85513
Cl -2.56657 -1.94007 0.76097
H -1.33963 -3.50521 -0.65056
H 0.73420 -3.89665 -2.56492
H -1.00820 -3.65144 -2.85897
H 1.13244 -1.53620 -2.42923
H 0.23484 -1.83200 -3.93848
H 0.55936 1.98422 -2.71126
H 1.35317 0.41241 -2.88198
H 1.42228 0.19772 -0.37750
H 2.23125 1.70838 -0.88713
H -0.91087 5.72075 1.67376
H 1.34353 6.79074 1.24648
H 3.06459 5.33625 0.09191
H -0.91071 0.43211 0.53592
H -1.59437 2.08259 0.60815
H -1.65985 2.17397 -1.87487
H -2.49923 0.69096 -1.34472
H 1.90877 -3.38427 1.99921
H 1.35079 -3.56580 4.40376
H -0.94383 -3.03344 5.16477
H -2.64154 -2.31569 3.52743
*
```


(3)
The following is a DFT calculation (ωB97M-V with the def2-TZVPD basis set) of a 9-piece molecular cluster, C20H59NO8PS9 overall.

As for the orbital gap: 0.113 Ha. For the total energy, the calculation gives -146365.6043 eV. As for the lowest unoccupied orbital energy: 1.61 eV.

```
! RIJCOSX wB97M-V def2-TZVPD def2/J DEFGRID3
* xyz -1 1
C -3.56129 3.33498 -1.40110
C -2.53497 3.13445 -0.26911
P -3.26237 2.15369 1.14272
C -1.69234 2.07575 2.15587
C -3.51813 0.54487 0.46090
N -2.27442 -0.24283 0.22298
S -4.56162 -0.40338 1.60533
H -4.55417 3.06888 -1.04029
H -3.57245 4.36495 -1.76951
H -3.37725 2.64875 -2.22851
H -2.21111 4.09628 0.14321
H -1.64796 2.61855 -0.65590
H -1.84449 1.34668 2.95653
H -1.48965 3.05538 2.60011
H -0.81631 1.75926 1.58134
H -1.61800 0.35630 -0.27606
H -2.46016 -0.99149 -0.43667
H -4.39839 0.16980 2.82683
C 0.08923 -3.46378 -1.64669
S -0.39112 -2.04039 -2.62533
O -1.84339 -1.84973 -2.35501
C -0.27392 -2.86694 -4.22461
H 0.03670 -3.15742 -0.60258
H -0.60547 -4.27609 -1.84823
H 1.10815 -3.76310 -1.89512
H -0.92665 -3.73933 -4.22877
H 0.76100 -3.16240 -4.39994
H -0.58801 -2.14333 -4.97477
C -8.98321 3.64924 -0.36374
S -7.27538 3.05984 -0.29111
O -6.87888 2.81481 -1.70654
C -7.64900 1.47618 0.44738
H -8.99318 4.63853 -0.82032
H -9.57587 2.95256 -0.95862
H -9.37728 3.72132 0.65040
H -8.32968 0.93335 -0.21076
H -8.09184 1.64089 1.42986
H -6.70015 0.93741 0.54727
C 4.81788 -0.36070 -0.65692
S 3.67812 -1.67041 -1.09721
O 2.45699 -0.99618 -1.62491
C 3.30391 -2.14704 0.59377
H 5.14635 0.11088 -1.58189
H 4.29185 0.36335 -0.03728
H 5.67286 -0.77957 -0.12899
H 2.90655 -1.27842 1.11878
H 4.22061 -2.51334 1.05809
H 2.55267 -2.93386 0.55536
C 5.31042 3.92698 -0.80512
S 6.67125 3.26198 0.15961
O 6.17602 1.99144 0.74816
C 6.60622 4.49307 1.46877
H 5.15770 3.25738 -1.64914
H 4.41451 3.94927 -0.18529
H 5.56682 4.92395 -1.16356
H 5.61329 4.47772 1.91753
H 6.83479 5.47640 1.05779
H 7.35602 4.21720 2.20751
C -2.69675 -7.82978 -4.27016
S -2.35144 -6.59876 -3.00557
O -0.92061 -6.22885 -3.17091
C -2.42830 -7.72394 -1.60771
H -2.64262 -7.32244 -5.23105
H -1.94439 -8.61655 -4.21680
H -3.69811 -8.23375 -4.12069
H -1.69172 -8.51527 -1.74622
H -3.43540 -8.13276 -1.52676
H -2.19487 -7.14135 -0.71887
C -7.93452 4.82395 -3.73294
S -7.61137 6.44160 -3.04485
O -8.93558 7.02615 -2.67948
C -7.13629 7.20829 -4.60229
H -8.28460 4.18762 -2.92854
H -8.68626 4.91135 -4.51897
H -7.00819 4.39727 -4.11609
H -7.95800 7.10505 -5.31076
H -6.23329 6.72548 -4.97548
H -6.93996 8.26027 -4.40451
C 9.08995 -1.56329 1.66337
S 8.11530 -3.03051 1.30971
O 6.87861 -2.54208 0.63765
C 7.62890 -3.36126 2.99932
H 9.43178 -1.16533 0.71008
H 8.45288 -0.83609 2.16610
H 9.94403 -1.83402 2.28434
H 7.10975 -2.49302 3.39760
H 8.50312 -3.58451 3.61047
H 6.96150 -4.22072 2.98386
C 4.74285 -0.91800 5.90293
S 6.32404 -1.27179 6.67333
O 7.00621 -2.25991 5.79111
C 5.67274 -2.20160 8.06457
H 4.94589 -0.38005 4.97889
H 4.23619 -1.85739 5.68368
H 4.14332 -0.29559 6.56686
H 5.09740 -3.04634 7.68682
H 5.05222 -1.54930 8.67874
H 6.52379 -2.55534 8.64273
*
```


(4)
The following is a DFT calculation (ωB97M-V with the def2-TZVPD basis set) of one molecule with the formula C18H19FN2O5S2.

As for the orbital gap: 0.297 Ha. Its SMILES is CCN(C(=O)CN1C(=O)S/C(=C\c2ccc(F)cc2)C1=O)[C@H]1CCS(=O)(=O)C1. For the total energy, the calculation gives -56580.5845 eV. As for the lowest unoccupied orbital energy: -0.30 eV.

```
! RIJCOSX wB97M-V def2-TZVPD def2/J DEFGRID3
* xyz 0 1
C 4.54466 1.76503 -0.97982
C 3.18792 1.11664 -1.25800
N 2.85082 0.14137 -0.22445
C 2.60423 0.56550 1.04486
O 2.91494 -0.03826 2.04822
C 1.82130 1.88389 1.18732
N 0.46994 1.74601 0.67781
C 0.04436 2.44466 -0.41603
O 0.71296 3.19893 -1.07153
S -1.66512 2.09715 -0.71753
C -1.74219 0.95789 0.60387
C -2.76229 0.18954 1.02957
C -4.11619 0.07378 0.55051
C -4.64338 0.86202 -0.47849
C -5.94951 0.70274 -0.89389
C -6.73921 -0.25380 -0.27829
F -8.01418 -0.41004 -0.68139
C -6.25317 -1.05219 0.74373
C -4.94737 -0.88160 1.15209
C -0.42733 0.86485 1.25866
O -0.15546 0.16018 2.20006
C 3.17264 -1.24579 -0.56405
C 2.94109 -2.27121 0.56082
C 1.45508 -2.35287 0.86015
S 0.68188 -1.93544 -0.73165
O 0.01216 -0.65845 -0.67641
O -0.08344 -3.03528 -1.24797
C 2.23224 -1.71135 -1.67117
H 4.77262 2.48269 -1.76302
H 5.33222 1.01478 -0.95703
H 4.54312 2.28266 -0.02394
H 2.41552 1.87961 -1.33869
H 3.23894 0.60518 -2.21829
H 1.76124 2.07537 2.26371
H 2.28618 2.73120 0.68324
H -2.50653 -0.44993 1.86808
H -4.02750 1.60763 -0.95408
H -6.36246 1.30739 -1.68562
H -6.89604 -1.78761 1.20107
H -4.55454 -1.49742 1.94703
H 4.22254 -1.29729 -0.88627
H 3.50139 -2.00472 1.45489
H 3.30251 -3.23363 0.19169
H 1.13124 -1.62720 1.60137
H 1.12511 -3.34799 1.13582
H 2.52604 -2.66976 -2.08655
H 2.04096 -0.99485 -2.46043
*
```


(5)
The following is a DFT calculation (ωB97M-V with the def2-TZVPD basis set) of C20H15NORuS4 as an isolated structure.

As for the orbital gap (alpha / beta): 0.224 / 0.214 Ha. Its expectation value of S² is 0.77. For the total energy, the calculation gives -70438.2842 eV. As for the lowest unoccupied orbital energy (alpha / beta): -4.52 / -4.71 eV.

```
! RIJCOSX wB97M-V def2-TZVPD def2/J DEFGRID3
* xyz 1 2
Ru 0.47143 -0.78868 0.43347
S -0.47802 -1.98992 -1.41593
C 0.60680 -1.94648 -2.78088
C 0.16830 -2.51476 -3.97947
C 1.00331 -2.56852 -5.08033
C 2.29888 -2.07037 -5.00538
C 2.74170 -1.49419 -3.82805
C 1.89214 -1.41630 -2.73137
S 2.49442 -0.61267 -1.25944
C 2.30493 1.13460 -1.79239
C 1.51060 2.03252 -0.89219
C 1.65756 3.40780 -1.03853
C 0.88823 4.25552 -0.26561
C -0.00426 3.70737 0.64343
C -0.08197 2.33145 0.75514
C -0.97917 1.67654 1.75398
S -1.85994 0.27491 0.95063
C -2.37625 -0.59057 2.41281
C -3.52770 -0.14144 3.05073
C -3.94162 -0.73975 4.22660
C -3.19644 -1.78455 4.76158
C -2.07917 -2.26007 4.09929
C -1.67070 -1.69338 2.88810
S -0.41958 -2.50824 1.98620
N 0.65979 1.51522 -0.00942
H -0.83359 -2.92261 -4.02118
H 0.64656 -3.01375 -5.99912
H 2.96378 -2.14058 -5.85493
H 3.74859 -1.10173 -3.74820
H 1.84319 1.10053 -2.77859
H 3.31312 1.53184 -1.89840
H 2.36277 3.79854 -1.75938
H 0.98077 5.32815 -0.36732
H -0.62404 4.33993 1.26311
H -1.71641 2.37053 2.15212
H -0.40305 1.25832 2.57858
H -4.10038 0.67194 2.62097
H -4.84644 -0.40128 4.71216
H -3.49688 -2.23707 5.69697
H -1.51053 -3.08875 4.50090
O 1.76244 -0.05723 2.98533
C 1.82684 -0.65282 2.03399
*
```


(6)
The following is a DFT calculation (ωB97M-V with the def2-TZVPD basis set) of a 8-piece molecular cluster, C7H28F2NO11S2 overall.

As for the orbital gap: 0.338 Ha. For the total energy, the calculation gives -58827.3619 eV. As for the lowest unoccupied orbital energy: 2.24 eV.

```
! RIJCOSX wB97M-V def2-TZVPD def2/J DEFGRID3
* xyz -1 1
N -9.03781 9.58458 3.62804
S -9.92412 8.41656 3.89069
O -9.37764 7.23628 4.57092
O -10.86802 8.24674 2.79140
F -10.89169 9.06006 5.12278
S -7.77837 8.74386 2.86988
O -7.93796 8.08499 1.59307
O -6.73765 8.25617 3.75142
F -7.04213 10.10922 2.38511
C -6.78902 11.99721 8.06858
O -7.07485 12.60928 6.83814
H -6.81499 10.91464 7.94419
H -5.78513 12.29412 8.37211
H -7.51167 12.28624 8.83170
H -7.45391 11.97336 6.22698
C -17.00400 7.06574 1.25921
O -15.85246 7.51723 0.59836
H -16.95668 6.08795 1.73856
H -17.23192 7.80065 2.03128
H -17.83708 7.10482 0.55740
H -15.09882 7.53508 1.19275
C -3.07654 6.19362 -0.95365
O -2.87192 6.40704 -2.28635
H -4.10605 5.83820 -0.99718
H -2.41741 5.47545 -0.46593
H -3.08289 7.03968 -0.26647
H -3.58844 6.88246 -2.71316
C -11.92730 13.15592 1.00652
O -10.68264 13.47848 1.72861
H -11.65754 12.86821 -0.00963
H -12.50919 12.34129 1.43766
H -12.59761 14.00669 0.88407
H -10.45846 12.58429 1.99653
C -12.46999 8.37440 -3.38257
O -13.76310 7.91329 -3.52357
H -11.78610 7.79786 -4.00545
H -12.47614 9.42950 -3.65610
H -12.21837 8.16955 -2.34198
H -14.06115 7.92258 -2.61106
C -14.04013 4.65872 8.64557
O -15.34111 5.17010 8.86122
H -13.80986 4.11375 9.56105
H -13.92371 4.03595 7.75862
H -13.46562 5.57867 8.53724
H -15.61795 4.88148 9.73395
C -7.52614 11.95024 -3.69420
O -7.15136 11.66638 -5.01792
H -6.71253 11.97514 -2.96927
H -8.02895 12.90627 -3.54827
H -8.22139 11.20733 -3.30329
H -7.43779 12.36649 -5.60904
*
```


(7)
The following is a DFT calculation (ωB97M-V with the def2-TZVPD basis set) of one molecule with the formula C2H6P2.

As for the orbital gap: 0.292 Ha. Its SMILES is [H]/P=C(/C)P. For the total energy, the calculation gives -20746.1266 eV. As for the lowest unoccupied orbital energy: -0.47 eV.

```
! RIJCOSX wB97M-V def2-TZVPD def2/J DEFGRID3
* xyz 0 1
H 2.22686 1.41251 0.52979
P 2.04539 0.09650 0.02770
C 0.19548 -0.06439 -0.04043
C -0.36983 -1.36828 -0.35178
P -0.88245 1.38992 -0.09955
H 0.30712 -2.18227 -0.33601
H -0.84290 -1.56556 -1.31968
H -1.27310 -1.57608 0.21886
H 0.17972 2.24798 0.27995
H -1.58629 1.60968 1.09115
*
```